Entry 1:
68
Properties=species:S:1:pos:R:3:forces:R:3 method="wB97M-V/def2-TZVPD" charge=+2 gap_ev="2.95 / 2.94"
Ru -0.16602 0.53376 0.02672 0.4 0.2 0.3
C -2.49403 2.36970 0.98260 0.1 0.2 0.3
N -2.10299 1.32362 0.01441 -0.2 -0.4 0.0
C -2.23380 1.87638 -1.35028 0.2 0.1 -0.2
C -2.98996 0.14371 0.17743 0.1 -0.1 0.0
C -2.50487 -0.98760 -0.71308 -0.5 0.0 0.5
N -1.04158 -1.07758 -0.60028 0.6 0.9 0.1
C -0.44886 -2.26948 -1.01487 0.0 0.4 0.0
C 0.74118 -2.70517 -0.41994 0.7 0.1 0.7
F 1.28419 -1.98989 0.59885 -0.3 -0.4 -0.5
C 1.36266 -3.88781 -0.77734 0.4 0.1 0.4
F 2.48506 -4.22441 -0.14200 -0.4 0.1 -0.2
C 0.83342 -4.70766 -1.75400 -0.2 0.2 0.0
C -0.34297 -4.29951 -2.35476 -0.3 -0.1 -0.4
F -0.89139 -5.03390 -3.31271 0.2 0.2 0.3
C -0.97124 -3.11422 -2.00178 -0.6 -0.2 -0.6
F -2.07455 -2.76501 -2.67641 0.5 -0.1 0.3
H -3.57287 2.53350 0.93418 0.0 0.0 -0.1
H -1.98616 3.29913 0.73489 0.1 0.0 0.0
H -2.21794 2.07264 1.99117 0.0 0.0 0.0
H -3.25734 2.21305 -1.53625 0.0 0.0 0.1
H -1.97064 1.12265 -2.09282 0.0 0.0 -0.1
H -1.55654 2.72406 -1.44826 0.0 0.0 0.0
H -4.02807 0.40375 -0.04722 0.1 0.0 -0.1
H -2.95139 -0.14650 1.22810 -0.1 0.0 -0.1
H -2.80237 -0.82807 -1.75142 0.2 0.0 0.0
H -2.98247 -1.91959 -0.39638 0.1 0.0 -0.1
H 1.31725 -5.63061 -2.03730 0.0 -0.1 0.0
N -0.34506 0.04978 2.04405 0.0 -0.4 -0.6
H -1.22046 -0.38583 2.32088 0.0 0.0 -0.1
H -0.22146 0.90654 2.61215 0.3 0.8 0.0
H 0.39754 -0.60416 2.28754 0.0 0.0 0.0
N 1.85489 0.19230 -1.01170 0.0 -0.1 0.7
N 2.91302 0.26104 0.00245 -0.2 0.0 -0.3
H 1.99228 -0.63335 -1.59624 -0.1 0.2 -0.1
H 1.97232 1.01683 -1.60708 -0.2 0.2 0.0
H 3.70767 0.74868 -0.40910 -0.1 0.0 0.1
H 3.21879 -0.69165 0.18492 -0.1 0.1 0.1
O 0.25757 2.55549 2.79770 -0.6 -0.7 0.5
C 0.73493 3.03789 1.78712 0.7 1.5 0.4
N 1.41804 4.22245 1.74912 -0.7 -0.9 0.0
C 1.75121 4.59871 0.40160 -0.3 -0.4 -1.0
C 1.32512 3.27038 -0.34248 1.1 2.1 -0.6
O 1.56232 3.08153 -1.52357 -0.4 -0.9 0.1
N 0.69718 2.47068 0.52194 -1.2 -2.2 -0.1
C 0.99720 5.82688 -0.10360 -0.4 0.0 0.4
C -0.04588 5.76156 -1.02208 0.2 0.1 0.3
C -0.71961 6.91877 -1.37463 -0.1 0.4 0.0
C -0.35296 8.14409 -0.82592 -0.2 -0.2 -0.2
C 0.69658 8.21632 0.07600 0.0 -0.2 0.0
C 1.37265 7.06085 0.43504 -0.3 -0.1 0.0
C 3.19864 4.84797 0.15209 1.9 0.3 -1.3
C 3.56966 5.26469 -1.18005 -0.9 -0.7 1.8
C 4.87298 5.57661 -1.47696 0.4 -0.2 0.4
C 5.83236 5.46330 -0.47700 -0.2 -0.5 1.4
C 5.48266 5.02372 0.83587 1.4 0.7 -1.7
C 4.18726 4.71796 1.14417 -1.5 -0.1 -0.7
H 1.36364 4.85964 2.52750 0.0 0.0 0.0
H -0.31258 4.82382 -1.48943 0.0 -0.1 0.0
H -1.53074 6.87048 -2.08788 0.0 0.0 0.0
H -0.88421 9.04191 -1.10904 0.0 0.0 0.0
H 0.98767 9.16665 0.50009 0.0 0.0 0.0
H 2.18530 7.12193 1.15097 0.0 0.0 -0.1
H 2.79122 5.30937 -1.92778 0.0 0.2 -0.1
H 5.15532 5.89657 -2.46905 0.0 0.0 -0.1
H 6.86693 5.69979 -0.68595 0.0 0.0 0.0
H 6.26342 4.94350 1.57937 0.0 0.0 0.0
H 3.90738 4.38995 2.13510 0.0 0.0 0.1

=====

Entry 2:
61
Properties=species:S:1:pos:R:3:forces:R:3 method="wB97M-V/def2-TZVPD" charge=0 gap_ev=7.82 e_above_lowest_ev=22.251
C -0.12264 3.13870 -0.90239 0.0 -6.0 -1.3
H 0.71279 2.70166 -1.50180 0.1 0.7 0.7
H -0.08537 2.49813 0.10650 -0.5 1.8 -2.1
H -0.06358 4.15094 -0.87177 0.1 2.9 0.6
C -1.33523 2.64012 -1.94240 -0.2 8.5 8.5
N -1.34779 1.35749 -1.91087 -0.2 -10.4 -1.4
C -2.33534 0.61761 -1.44695 0.0 -7.0 0.5
C -1.79324 -0.94837 -1.85577 -0.2 5.9 0.7
C -0.56486 -0.69572 -2.51401 -5.9 3.1 3.2
N -0.39615 0.61147 -2.53717 2.6 2.6 -1.1
H 0.10729 -1.40311 -2.77661 2.2 -1.7 -1.3
C -2.36753 -2.22895 -1.55997 -7.8 7.9 -1.7
N -2.50498 -2.61977 -0.37318 -1.1 -3.8 13.9
C -2.52140 -4.05016 0.15144 -1.0 -1.6 -8.5
C -1.90201 -4.43139 1.35648 -7.7 6.0 3.2
H -2.33872 -5.19999 1.77869 -1.4 -4.4 1.6
H -0.99774 -4.33644 1.29689 10.1 0.1 -0.2
C -2.41100 -3.21447 2.49311 5.5 -8.7 2.8
C -1.29797 -2.43138 2.90510 4.0 8.1 1.4
O -1.11656 -1.85541 4.08933 -0.8 -3.8 -5.5
N -0.55191 -1.84888 1.69680 -0.9 -0.1 4.3
C 0.38312 -0.65162 1.84032 -3.2 -6.7 -9.7
C 0.67333 0.02747 2.89053 5.5 6.0 -3.4
C 1.54101 1.19541 2.73169 2.6 -3.4 -3.1
C 2.33914 1.04927 1.36483 -4.2 6.1 8.0
C 1.79700 0.37604 0.31919 3.6 2.7 -4.8
C 0.85011 -0.52396 0.31508 -0.8 1.7 9.1
H 0.76020 -1.32413 -0.25659 -1.0 -2.9 -2.9
H 2.28560 0.75246 -0.65102 -0.6 -1.0 1.0
O 2.87732 2.42730 1.25922 2.7 -4.4 -2.5
C 4.09868 2.27732 0.47930 -1.6 3.8 0.2
C 4.88338 1.17289 0.09300 -9.1 -1.2 7.4
C 5.92279 1.28198 -0.56450 7.2 2.9 -6.3
C 6.27589 2.54498 -1.31971 -1.6 -0.4 3.0
C 5.54294 3.68473 -1.03701 -0.4 -2.2 2.8
C 4.47294 3.48226 0.00818 3.8 -0.7 -5.0
F 3.74846 4.53171 -0.06725 -3.0 2.9 1.7
H 5.70298 4.75995 -1.25402 0.1 -1.1 -0.5
H 7.21191 2.55713 -1.78410 1.0 0.0 -1.1
H 6.63314 0.50489 -0.63356 0.5 -1.0 -0.4
H 4.36497 0.38505 0.70118 1.8 -0.7 -1.0
H 1.82242 1.93508 3.59721 -0.6 -1.6 -2.1
H 0.21626 -0.04188 3.69188 -4.3 -1.3 7.5
H -1.00516 -2.06007 0.74842 0.8 0.5 1.6
C -3.49744 -2.58861 2.01096 -6.5 2.5 -2.1
C -3.56303 -1.97023 0.63578 3.6 3.5 -2.3
H -4.52418 -1.78177 0.10358 0.2 -1.2 0.3
H -3.22268 -0.87856 0.75664 -0.1 -1.3 -0.3
H -3.87399 -1.96686 2.78012 -0.3 1.8 0.5
H -4.33592 -3.22407 1.99532 -0.9 -1.8 0.1
H -2.58495 -3.87941 3.45656 -0.4 1.5 -1.7
H -3.53830 -4.46746 -0.02378 0.1 0.5 0.7
H -2.00237 -4.74642 -0.68494 -0.7 1.7 1.3
H -2.15287 -2.88267 -2.16786 2.9 -6.9 -6.3
H -3.76238 -2.11898 -1.87365 2.6 0.1 -0.6
H -3.22393 0.82637 -0.70440 2.1 0.1 -2.0
C -1.33912 3.33324 -3.19046 -5.9 4.4 1.3
H -1.29851 4.51018 -2.98127 0.2 -2.6 -0.5
H -0.49034 2.97844 -3.58849 2.5 -1.0 -3.4
H -2.51898 3.16441 -3.44091 3.2 0.1 -1.2
H -2.23550 2.89606 -1.23695 1.1 0.1 -1.7

=====

Entry 3:
65
Properties=species:S:1:pos:R:3:forces:R:3 method="wB97M-V/def2-TZVPD" multiplicity=2 charge=+2 gap_ev="6.14 / 6.82" e_above_lowest_ev=0.901 s2=0.770
V 0.30855 0.48006 0.24659 -3.7 -1.8 -1.6
C 0.98788 1.00328 3.94595 -0.1 0.1 0.0
C 1.44411 -0.29280 4.14319 -0.1 0.0 0.0
C 0.74083 -1.36549 3.61281 0.1 -0.1 -0.1
C -0.40229 -1.14583 2.85448 0.0 0.0 0.0
C -0.85821 0.15884 2.64034 -0.3 0.0 0.2
C -0.16701 1.23165 3.21139 0.0 0.0 0.1
H 1.50091 1.83290 4.40961 0.1 0.0 0.0
H 2.31887 -0.46695 4.75347 0.1 0.0 0.0
H 1.06567 -2.37515 3.82425 0.0 -0.1 0.0
H -0.98430 -1.99230 2.50550 0.0 0.0 -0.1
H -1.84571 0.32257 2.21046 0.2 0.0 -0.1
H -0.56248 2.23685 3.12831 0.1 0.0 -0.1
I 7.53491 -1.69386 1.26039 -0.5 0.2 -0.1
C 5.58552 -0.92441 1.09377 0.2 -0.2 0.0
C 5.32824 0.40709 1.41832 0.1 -0.2 0.0
C 4.03479 0.88137 1.36192 -1.2 0.3 -0.1
I 3.53805 2.89395 1.72272 0.3 -0.3 0.0
C 2.96400 0.02876 1.02325 4.2 -1.7 -0.1
O 1.74577 0.43906 0.94133 1.8 1.2 2.5
C 3.24523 -1.31261 0.66660 -0.5 0.8 0.2
C 2.08219 -2.23029 0.40411 0.5 -0.3 0.5
N 0.97468 -1.62801 -0.35630 -0.6 0.0 0.0
C 1.25922 -1.51927 -1.79303 0.1 -0.1 -0.6
C 1.74988 -0.14890 -2.16599 0.5 -0.3 -0.6
C 2.62324 0.04020 -3.23126 -0.2 0.0 0.2
C 3.04484 1.31995 -3.54531 -0.1 0.0 0.1
C 2.56330 2.38407 -2.79528 -0.1 -0.1 0.1
C 1.68463 2.12068 -1.76182 0.3 0.8 -0.2
N 1.28476 0.88505 -1.46284 0.1 -0.2 -0.2
C 4.54866 -1.76537 0.68583 0.2 0.1 0.1
H 6.13680 1.06001 1.70863 0.0 0.1 0.0
H 1.68346 -2.52100 1.38459 0.0 0.0 -0.2
H 2.45130 -3.13600 -0.09742 -0.2 0.1 0.1
H 0.18501 -2.26699 -0.24741 0.1 0.2 0.0
H 0.33311 -1.69867 -2.35463 0.1 -0.1 0.1
H 1.99367 -2.27125 -2.10807 -0.2 0.1 0.0
H 2.96871 -0.81214 -3.79626 0.1 -0.1 0.0
H 3.74518 1.48199 -4.34974 0.0 0.0 -0.1
H 2.87262 3.39725 -2.99423 0.0 0.1 0.0
H 1.29661 2.91826 -1.13947 0.1 -0.1 -0.1
H 4.76580 -2.78549 0.40198 0.0 -0.1 0.0
C -3.97582 -2.89922 -1.04393 0.0 0.1 0.2
C -3.90828 -1.95435 0.15051 0.1 -0.7 0.0
N -4.12132 -0.57304 -0.24759 -0.2 0.6 -0.1
C -3.18230 0.21788 -0.73824 0.0 0.5 0.1
S -1.58420 -0.41720 -0.89443 0.2 -1.1 -0.6
N -3.43108 1.44860 -1.16293 0.2 0.1 0.0
C -4.73821 2.08906 -1.25980 -0.4 0.0 -0.2
C -5.45792 1.71836 -2.55229 0.0 0.1 0.2
H -3.80525 -3.91855 -0.71346 0.0 -0.2 0.0
H -3.22041 -2.64047 -1.78232 0.0 0.0 -0.1
H -4.95377 -2.85548 -1.51381 -0.1 0.0 -0.1
H -2.92819 -2.02287 0.63100 -0.3 0.0 0.0
H -4.67499 -2.21286 0.88039 0.0 0.1 0.0
H -5.08243 -0.25849 -0.27534 0.1 0.1 -0.1
H -2.66552 1.93673 -1.61223 -0.1 -0.3 0.2
H -4.56970 3.16613 -1.22539 0.0 -0.1 0.1
H -5.34187 1.82348 -0.38911 0.1 0.1 0.1
H -4.90152 2.07005 -3.41634 0.0 0.0 -0.1
H -6.43730 2.18663 -2.56431 -0.1 0.0 0.0
H -5.59165 0.64346 -2.64664 0.0 -0.1 0.0
O -1.59296 4.13686 0.37446 -0.1 0.5 0.2
C -1.05600 3.11166 0.35901 -0.5 0.5 -0.2
N -0.55034 2.03257 0.28204 -0.2 1.3 0.3

=====

Among the records above, which one has the lowest charge?
C25H29FN4O2